18
Properties=species:S:1:pos:R:3:forces:R:3 method="wB97M-V/def2-TZVPD" max_force_ev_per_a=3.77 e_above_lowest_ev=4.372 total_charge=0 e_tot_ha=-235.65754 homo_lumo_gap_ev=10.02 smiles=CC1(C)CCC1
H 1.9735 -1.2736 0.6295 -0.8 -0.2 0.2
H -1.7999 -1.5600 -0.4758 0.1 0.1 0.1
C 0.7513 0.5047 0.9684 0.5 0.2 1.5
H -0.7132 2.0363 -0.9852 0.0 -0.2 0.1
C -0.3952 0.0570 -0.0741 0.2 -0.2 0.4
C 0.8159 -0.3702 -1.0290 0.4 0.5 0.2
H -1.9583 -0.8291 1.1319 0.1 0.0 -0.1
H -2.0261 1.5130 0.0879 0.2 -0.1 -0.1
C -1.2939 1.1671 -0.6527 0.2 -0.1 0.2
C 1.7656 -0.2754 0.2488 1.4 0.5 0.8
C -1.2368 -1.1317 0.3638 0.0 -0.1 0.1
H 0.9877 0.3768 -1.8064 0.0 0.0 0.1
H -1.8664 0.8090 -1.5245 0.3 -0.1 0.3
H 1.4218 0.3912 1.9813 -3.6 -0.1 0.1
H 2.6102 0.2691 0.9756 0.5 -0.8 -3.7
H -0.5987 -1.9145 0.7848 -0.1 0.0 0.0
H 0.6909 -1.3564 -1.5253 0.3 0.5 0.5
H 0.8717 1.5867 0.9009 0.2 0.0 -0.7

18
Properties=species:S:1:pos:R:3:forces:R:3 method="wB97M-V/def2-TZVPD" max_force_ev_per_a=0.29 e_above_lowest_ev=4.662 total_charge=0 e_tot_ha=-235.64690 homo_lumo_gap_ev=8.94
H -3.7755 -0.4928 0.2059 0.1 0.1 0.0
H 0.6866 2.1322 -0.3995 0.0 -0.2 0.0
H -2.4929 0.4831 -0.5536 -0.2 0.0 0.2
C 0.4751 1.0979 -0.1216 0.0 0.2 0.0
H 3.2958 0.3317 0.3851 -0.1 -0.1 0.0
C -0.3724 0.2902 -1.0231 0.1 0.0 0.1
H 0.3693 0.9821 0.9652 0.0 0.0 -0.2
H 2.1620 -0.5889 1.3949 0.0 0.0 -0.2
C 1.4086 -0.0863 -0.5834 0.3 0.0 -0.1
C 2.5349 -0.4558 0.3751 0.0 0.0 0.1
H 0.0311 -1.8812 -1.1750 0.0 0.2 0.1
C 0.1313 -1.0079 -0.5279 -0.1 -0.2 -0.1
H -3.6932 1.2680 0.5044 0.1 -0.1 0.0
H 1.8026 0.0426 -1.5915 -0.1 0.0 0.1
H -2.4649 0.1825 1.2126 -0.1 0.0 -0.1
H 3.0092 -1.3895 0.0553 -0.1 0.1 0.0
C -3.1076 0.3600 0.3463 0.0 0.0 0.0
H 0.0001 -1.2679 0.5309 0.0 0.1 -0.1

18
Properties=species:S:1:pos:R:3:forces:R:3 method="wB97M-V/def2-TZVPD" max_force_ev_per_a=0.18 e_above_lowest_ev=0.830 total_charge=0 e_tot_ha=-235.78774 homo_lumo_gap_ev=11.38 smiles=CC1(C)CCC1
H -1.2883 -0.5823 2.2780 0.1 0.1 -0.1
C 0.5713 -1.3433 -0.9812 0.0 0.0 0.0
C 0.6215 1.1623 -1.1215 0.0 0.0 0.0
C -1.3253 0.0260 0.1225 -0.1 0.0 -0.1
H 1.7115 1.1672 -1.2493 -0.1 0.0 0.0
H 0.1102 -1.4262 -1.9736 0.1 0.0 0.1
H 0.2532 -2.2107 -0.3900 0.0 0.1 -0.1
C 0.1714 -0.0402 -0.2994 0.1 0.0 -0.1
H 0.3371 2.1055 -0.6389 0.0 -0.1 0.0
C -0.9100 0.1916 1.6034 -0.1 0.0 0.1
H -1.1617 1.1656 2.0342 0.0 -0.2 -0.1
H -1.8825 -0.8935 -0.0884 0.1 0.1 0.0
H 1.2181 0.8936 1.4540 -0.1 -0.1 0.0
C 0.5766 0.0423 1.2009 0.2 0.0 0.1
H 1.6599 -1.4042 -1.1080 -0.2 0.0 0.0
H 1.0553 -0.8680 1.5785 -0.1 0.1 -0.1
H 0.1650 1.1458 -2.1195 0.1 0.0 0.1
H -1.8831 0.8684 -0.3017 0.1 -0.1 0.1

18
Properties=species:S:1:pos:R:3:forces:R:3 method="wB97M-V/def2-TZVPD" max_force_ev_per_a=10.10 e_above_lowest_ev=5.186 total_charge=0 e_tot_ha=-235.62762 homo_lumo_gap_ev=10.77 smiles="C/C=C/C(C)C"
H -0.9316 0.8762 -1.1375 -1.6 -1.9 2.7
H -0.5873 -0.9238 1.2711 -2.3 -6.6 7.3
H 1.5456 -0.1290 1.6363 -1.6 -0.4 -3.0
H 0.9116 1.9361 0.5344 -3.2 4.6 3.7
H 1.0739 1.3315 -1.0143 0.0 0.8 -1.2
C -2.8837 -0.1010 -0.0746 3.5 -3.5 -1.1
H -3.1317 -0.6080 -1.0549 -0.6 0.4 1.6
H 1.5333 -2.1806 0.0470 -0.5 -0.3 -0.7
H -3.2095 -0.4687 0.9209 0.5 -0.9 -1.0
C -1.3447 0.1747 -0.1846 -3.4 2.4 -4.7
H 1.5205 -0.9139 -1.2764 -2.3 0.5 -7.2
C 1.4229 1.3462 -0.0132 -2.2 -7.0 -3.1
H 2.3951 1.3943 0.0424 5.2 0.8 0.2
C 1.0347 -0.1178 0.4614 0.1 2.3 4.1
H -3.1512 0.8326 0.0062 -2.7 5.1 -0.5
C 1.6193 -1.1861 -0.3709 3.2 -0.5 6.1
H 2.6857 -0.9528 -0.3944 0.7 -0.4 0.7
C -0.5027 -0.3099 0.6010 7.1 4.5 -4.0

18
Properties=species:S:1:pos:R:3:forces:R:3 method="wB97M-V/def2-TZVPD" max_force_ev_per_a=8.95 e_above_lowest_ev=4.202 total_charge=0 e_tot_ha=-235.66380 homo_lumo_gap_ev=10.53 smiles="C/C=C/C(C)C"
H -1.1867 -2.0974 0.0206 0.4 -2.7 2.4
H -2.8270 1.3521 -0.1041 3.7 -0.4 -0.8
H 3.2536 -0.7231 -0.6195 1.9 -2.7 -2.4
H -1.1550 -1.3829 -1.1719 0.9 1.0 -4.7
C -1.0241 -0.0545 0.5289 -2.5 0.7 -0.2
H 3.2104 -0.1085 1.0266 -1.5 -0.2 -2.2
C 0.4654 -0.1169 0.6788 -2.1 1.2 0.4
H -1.2318 2.0044 0.2877 2.5 6.3 4.2
C -1.5869 -1.2086 -0.2910 3.3 1.3 2.9
H 3.1619 0.9328 -0.2570 1.9 3.8 -1.6
C 1.3119 0.0594 -0.2975 1.0 -0.9 -2.7
C 2.8210 0.0125 -0.1086 -2.8 -0.3 5.5
H 0.9425 0.1071 -1.4506 0.8 0.0 2.9
H 0.7110 -0.0885 1.7122 1.1 -0.4 0.7
H -2.5589 -1.1752 -0.1701 -5.0 -0.3 -0.4
C -1.5573 1.2791 -0.2132 -5.9 -6.6 1.4
H -1.5955 -0.1289 1.5634 1.5 0.3 -1.8
H -1.1545 1.3372 -1.1345 0.7 0.0 -3.5

35
Properties=species:S:1:pos:R:3:forces:R:3 method="wB97M-V/def2-TZVPD" max_force_ev_per_a=7.88 e_above_lowest_ev=4.783 total_charge=-1 e_tot_ha=-2327.86691 homo_lumo_gap_ev=4.54
C 1.8949 2.2411 1.0868 2.1 0.8 0.0
C 0.8841 0.6970 -2.2659 1.4 0.6 0.7
O -0.5188 0.3734 -2.4648 0.4 0.7 -1.1
O -2.3746 -0.7096 -2.3732 1.8 0.5 0.3
H -3.4276 2.7133 -0.4898 0.0 0.0 -1.0
O -0.8452 -0.8881 -0.6620 -2.6 -1.7 -0.3
H 2.3758 2.8861 1.8221 -1.1 0.7 0.4
C -2.6815 1.9198 -0.4462 -1.2 0.3 0.9
O -0.5361 0.6761 0.8552 -0.5 3.4 1.2
H 1.5741 -0.1207 -2.4741 -0.7 -0.2 -0.1
Al -0.2201 -1.3035 1.2081 7.9 -0.1 0.4
O -1.5990 2.6279 0.1212 3.1 -1.3 1.1
S 1.4744 -2.9526 2.9617 4.6 -2.5 -1.2
O 0.6427 2.7161 0.5397 -4.1 -2.3 0.9
O 1.3538 -0.9412 -0.3311 -2.1 -1.1 -2.3
H 2.0779 1.2180 1.4154 -1.9 0.4 0.7
C -0.4990 1.8984 0.5928 1.9 0.8 -0.7
H 2.6259 2.2201 0.2786 -0.8 0.8 -0.2
H -3.1918 1.2531 0.2489 0.6 -0.5 0.3
C -3.4780 -1.3390 -1.7480 0.2 -0.4 0.3
O 1.1750 -4.3611 3.2156 -0.2 0.9 1.0
O 2.7413 -2.4170 3.4910 -2.1 -1.0 1.6
O 3.4912 -1.7613 0.6302 1.8 0.7 -3.0
H 1.1132 0.9619 -1.2337 -0.4 -0.1 -0.3
H -3.8157 -2.1152 -2.4348 -0.4 0.4 -0.2
H -2.4441 1.4009 -1.3749 -0.2 0.6 0.0
H -3.2556 -1.8969 -0.8383 0.4 0.4 0.2
S 2.5619 -0.6658 0.4293 4.5 -2.5 2.9
O 0.2619 -2.1231 3.1093 -5.3 3.3 1.3
O 3.2025 0.5887 -0.0087 0.5 -1.8 -1.4
C -1.1904 -0.4254 -1.7248 -1.1 -1.5 -0.4
H -4.1914 -0.5378 -1.5553 -0.4 -0.4 0.0
H 1.1902 1.5421 -2.8826 -0.9 0.0 -0.4
O 1.9760 -0.6531 1.7781 -2.5 5.5 2.3
O 1.6522 -2.7226 1.5242 -2.9 -3.5 -3.9

23
Properties=species:S:1:pos:R:3:forces:R:3 method="wB97M-V/def2-TZVPD" max_force_ev_per_a=9.47 e_above_lowest_ev=2.145 total_charge=+1 e_tot_ha=-520.42155 homo_lumo_gap_ev="7.34 / 7.57" smiles="CC[C@H]1[NH+]=CNC=C1B(O)O"
H 2.0404 2.7040 -0.9022 -0.8 -1.5 0.4
C 0.6205 -1.6178 -1.2029 0.6 -4.4 -0.7
C 2.1164 1.1322 0.4270 1.8 0.5 0.0
O -2.9113 1.6876 -0.0325 2.1 0.0 -0.3
N 1.5263 1.8507 -0.5523 2.6 0.8 0.6
H 1.2863 -2.1641 0.8246 0.3 -0.3 0.0
H 3.2153 1.4233 0.6363 -2.1 -0.7 0.0
O -2.7720 -0.6181 0.5671 4.0 -0.3 0.8
C 0.4280 -1.8247 0.2622 -0.4 1.2 -0.2
H -0.3642 -1.6226 -1.5594 -1.3 0.7 -1.1
H -3.6560 -0.7524 0.4429 -3.6 -0.3 -0.4
C 0.1919 -0.3226 0.8338 -1.5 -4.4 3.5
B -2.1854 0.5577 0.2567 -1.3 1.0 -0.7
H -0.4316 2.0927 -1.4669 0.1 1.4 -1.0
N 1.5134 0.1545 1.0763 2.5 1.8 0.4
H -0.3795 -2.5636 0.3512 0.0 0.6 0.7
H 2.0644 -0.2892 1.8312 -0.5 0.4 -0.7
C -0.6476 0.6258 0.2197 3.9 5.1 -5.8
H -3.8127 1.6639 0.2090 -1.6 -0.1 0.2
C 0.2399 1.6534 -0.7922 -6.7 -4.9 4.5
H 1.1634 -0.7953 -1.4566 1.3 2.5 -0.8
H 1.1004 -2.4789 -1.7926 -0.5 0.9 1.2
H -0.3463 -0.4965 1.8196 1.1 0.0 -0.5

22
Properties=species:S:1:pos:R:3:forces:R:3 method="wB97M-V/def2-TZVPD" max_force_ev_per_a=8.84 e_above_lowest_ev=0.000 total_charge=0 multiplicity=3 e_tot_ha=-465.84885 homo_lumo_gap_ev="5.49 / 7.19" s_squared=2.01
H -1.5551 -2.2523 -0.7056 0.1 0.0 -0.1
C 0.4883 0.4989 -0.2905 2.4 -8.2 -2.3
H 0.9995 2.3291 0.5436 0.0 0.1 0.0
H -2.0193 -0.9412 1.3745 -0.1 0.1 0.1
H -1.8280 -0.6549 -2.2983 0.2 -0.2 0.2
H 3.7594 0.4175 0.5614 0.1 -0.1 0.0
C -0.7531 -1.7025 -0.2039 0.0 -0.1 -0.1
H -1.8684 1.7903 -0.4252 -0.1 0.1 0.0
H -1.4286 2.7637 1.0000 -0.2 0.2 0.1
O 2.8629 0.7481 0.4923 0.4 0.8 0.4
H -1.0147 3.3229 -0.6145 -0.2 0.3 -0.1
C 0.2029 1.7483 0.0964 -1.9 8.2 2.4
H 3.1837 -1.5663 -0.5048 0.1 0.0 0.0
C -1.1128 2.4359 0.0096 0.4 -0.5 -0.1
H -0.3016 -0.9661 1.7751 0.1 0.0 0.1
O 2.2712 -1.2887 -0.5958 0.1 -0.9 -0.4
H -1.2286 -2.4731 1.7591 0.0 0.0 0.1
B 1.9545 -0.0545 -0.1215 -1.3 0.2 -0.1
C -0.5363 -0.3778 -0.8986 0.7 -0.6 0.6
N -1.1474 0.0114 -1.9322 -0.6 0.9 -0.8
H 0.1689 -2.2787 -0.2920 -0.1 -0.1 0.0
C -1.0973 -1.5098 1.2708 0.0 -0.1 -0.2

31
Properties=species:S:1:pos:R:3:forces:R:3 method="wB97M-V/def2-TZVPD" max_force_ev_per_a=0.81 total_charge=-1 e_tot_ha=-6282.22199 homo_lumo_gap_ev=9.60
H 1.4912 -2.6596 -1.7367 0.0 0.0 0.0
F -3.4812 -0.5414 1.2986 0.1 -0.1 -0.1
Ga -1.1981 2.5681 -0.0126 0.1 -0.1 -0.2
C -3.0199 0.2399 0.2601 0.0 0.4 0.7
H -0.3781 -3.8604 -0.6210 0.0 0.0 0.0
H -0.9536 0.0681 -0.0614 0.0 0.1 0.0
F -1.7388 4.9376 -1.9401 0.0 0.1 0.1
Br 0.9789 2.6728 -0.8131 0.0 0.1 0.0
H 1.0796 -4.0150 0.3560 0.0 0.0 0.0
H -1.3852 0.5934 1.5650 0.0 -0.1 -0.1
F -2.8410 4.1563 2.2222 -0.1 0.0 -0.1
H 3.4912 -1.1386 0.9365 0.0 0.0 0.0
C 0.9802 -2.2170 -0.8729 0.0 0.0 0.0
H 4.2316 -1.9107 -1.3240 0.0 0.0 0.0
H 0.2079 -1.5565 -1.2685 0.0 0.0 0.0
C 3.9214 -2.6235 -0.5589 0.0 0.0 0.0
C -1.6349 0.7054 0.5098 0.0 -0.2 0.1
O -3.7587 0.4862 -0.6232 -0.2 -0.1 -0.5
O -2.6785 2.9262 -2.8366 -0.1 0.0 0.0
H -0.1802 -2.8635 0.8279 0.0 0.0 0.0
O -0.9181 3.0113 3.0526 0.1 0.1 0.0
O 1.8481 -1.3574 -0.1594 0.0 0.0 0.0
C 2.9803 -1.9601 0.4335 0.0 0.0 0.0
H 4.8106 -2.9818 -0.0372 0.0 0.0 0.0
H 3.4615 -3.4808 -1.0529 0.0 0.0 0.0
H 2.6821 -2.6777 1.2081 0.0 0.0 0.0
C 0.3440 -3.3031 -0.0219 0.0 0.0 0.0
O -0.6986 5.1740 1.8426 0.0 0.0 0.1
S -1.2805 3.8684 1.9522 0.0 0.0 0.1
S -2.5914 3.6166 -1.5824 0.1 -0.1 0.1
O -3.7714 4.1226 -0.9424 -0.1 0.0 -0.2

26
Properties=species:S:1:pos:R:3:forces:R:3 method="wB97M-V/def2-TZVPD" max_force_ev_per_a=2.49 total_charge=+1 e_tot_ha=-3461.24227 homo_lumo_gap_ev=7.77
H 2.1869 -0.8238 -3.6682 -0.1 0.0 -0.3
C 4.0014 0.9339 0.6435 0.2 0.4 0.9
O 4.0108 0.9213 -0.7942 -0.6 0.0 0.4
C -2.9665 -0.5101 1.2696 -0.9 0.3 0.4
O -4.0739 0.1644 0.9897 0.8 -1.0 -0.1
H -3.5985 0.2356 -1.0853 -0.1 -0.5 0.3
C 2.2122 0.2624 -3.6722 -1.0 0.5 0.6
H 1.2559 0.6884 -3.3552 -0.1 -0.4 0.1
C -4.1748 0.7367 -0.3066 0.2 0.9 -0.4
H -1.6279 -2.7380 2.4386 -0.2 0.1 -0.3
H -1.4782 -1.2745 3.4465 0.0 0.1 -0.2
Br 0.9693 -0.4318 2.0614 -0.1 0.2 -0.5
C 2.9183 0.6805 -1.4393 1.4 -0.7 -1.9
O 3.2132 0.6919 -2.7385 -0.2 0.3 0.3
O 1.8244 0.3656 -0.9847 -1.4 0.3 0.4
H 3.8479 -0.0349 1.1140 0.1 -0.3 -0.6
O -1.8989 -0.3733 0.6771 0.9 0.2 -1.1
Mg -0.0009 0.1312 -0.1275 0.5 -0.7 1.8
H -5.2345 0.7182 -0.5433 0.1 0.2 -0.1
C -2.1707 -1.9808 2.9984 -0.2 -0.1 0.9
O -3.2032 -1.3084 2.2602 0.0 0.4 -0.5
H 2.3467 0.7115 -4.6515 0.8 -0.2 0.1
H 3.2205 1.5643 1.0666 0.0 0.2 -0.4
H -2.7865 -2.4147 3.7840 0.5 -0.3 0.0
H -3.7754 1.7530 -0.2692 -0.4 0.1 0.0
H 4.9822 1.3315 0.8861 -0.1 -0.1 0.2

22
Properties=species:S:1:pos:R:3:forces:R:3 method="wB97M-V/def2-TZVPD" max_force_ev_per_a=3.58 e_above_lowest_ev=3.782 total_charge=0 e_tot_ha=-3014.90511 homo_lumo_gap_ev=9.74
H -1.4962 -0.9247 -1.1353 0.0 -0.1 -0.3
H -1.6003 1.1892 1.3743 -0.3 1.2 0.9
N 2.0846 -1.5693 0.2787 0.8 -1.8 0.1
O 1.7806 -2.6753 -0.1968 0.3 1.3 0.8
C 0.1649 0.1763 1.2270 -0.5 -2.8 -2.2
C -0.7776 1.2730 0.6881 0.6 -2.7 -1.0
O 2.9486 -1.4036 1.1365 -1.0 -0.2 -0.8
H -0.1784 2.1879 0.5779 -1.0 0.0 -0.1
H 0.3846 0.4386 3.3990 -0.8 0.1 0.4
H -1.3143 0.8199 -0.2131 1.2 1.3 0.6
C 0.9027 0.4852 2.4704 3.1 0.6 -1.3
H 1.8323 -0.1357 2.5714 -1.0 0.2 0.0
C 1.3439 -0.4182 -0.2615 -1.3 1.8 2.7
H 1.3074 1.4728 2.2471 0.1 0.4 0.9
H 1.3590 -1.2246 -2.2215 0.2 -0.3 0.1
H 0.5462 0.2113 -2.0557 -0.8 1.4 -0.6
C -0.6639 -1.5542 -1.4528 0.6 0.4 -0.7
H -0.8476 -1.9624 -2.4779 -0.2 0.2 1.0
C 0.6534 -0.7112 -1.5723 -0.3 -1.7 1.1
H -0.4218 -0.7510 1.4416 0.3 0.4 -0.8
H -0.5940 -2.3626 -0.7106 0.2 0.2 -0.5
Br 2.6301 1.0296 -0.4235 -0.2 0.0 -0.2

24
Properties=species:S:1:pos:R:3:forces:R:3 method="wB97M-V/def2-TZVPD" max_force_ev_per_a=3.97 e_above_lowest_ev=0.000 total_charge=0 e_tot_ha=-3165.37115 homo_lumo_gap_ev=9.31
C -0.4975 -2.8966 0.1745 1.9 -0.3 0.6
C 1.3217 0.5068 -0.1718 0.8 -2.8 -2.0
H 2.6277 2.8899 -0.5650 -0.9 -0.6 1.3
H 1.2985 1.4003 1.6198 0.2 1.1 -0.2
H 0.2392 -1.5742 -2.2194 2.2 1.6 1.3
C -2.3512 -1.3544 0.2019 0.9 2.0 0.1
O 1.1004 -1.1401 -1.8074 -1.8 -1.3 -1.5
N 0.6901 0.0386 -1.2525 1.2 1.4 3.5
H -2.2088 -0.6264 -0.6286 -0.4 -0.4 0.4
H 1.0045 3.1802 -0.9856 -0.1 -0.2 0.6
C 1.6035 2.9469 -0.0780 0.1 1.4 -0.4
O -0.3105 0.6145 -1.6852 -1.3 0.3 -1.5
C -1.0041 -1.7816 0.6988 -0.5 -1.3 -0.3
H -0.9627 -3.2707 -0.7310 -0.1 -0.3 0.3
H -2.7365 -0.8019 1.0567 -0.9 0.0 -0.2
Br 2.7702 -0.5439 0.4636 -0.2 0.4 -0.1
H 0.4449 -3.3906 0.5397 -1.1 0.7 -0.5
H -0.9481 -0.3174 1.9335 -0.5 0.8 -0.1
O -0.4783 -1.1235 1.7684 0.7 -1.0 -0.3
O -0.4222 1.7602 0.7096 -1.2 1.4 0.0
H -0.7316 2.0821 -0.1571 -0.2 -0.4 0.4
H 1.5704 3.8475 0.5735 0.1 -0.5 -0.4
C 0.9540 1.7377 0.6256 1.3 -1.7 -1.1
H -2.9736 -2.1833 -0.0841 -0.2 -0.1 0.0